1.
Entry from the Open Molecules 2025 dataset: the molecule C18H26BrN3OS (the ωB97M-V functional and the def2-TZVPD basis).

```
50
Properties=species:S:1:pos:R:3:forces:R:3
C 0.153129 5.212271 -2.165332 -0.10 0.08 0.21
C -0.818233 4.997791 -1.012613 0.02 -0.23 -0.18
C -1.096387 3.509375 -0.786769 0.01 0.33 0.13
N 0.123430 2.797768 -0.444917 0.08 0.14 -0.18
C 0.495373 2.869804 0.944402 -0.02 0.02 0.24
C -0.333286 1.928041 1.859890 0.23 0.09 0.12
C -0.239988 0.539112 1.304544 -0.02 0.03 0.23
N 0.229002 -0.509306 1.849757 0.06 -0.41 -0.48
N 0.659266 -0.531248 3.131019 -0.16 1.27 0.45
C 1.098632 -1.654002 3.755515 0.11 -0.22 -0.11
O 1.442079 -1.611708 4.918060 0.03 -0.08 0.11
C 1.175701 -2.924178 2.937331 -0.39 -0.21 -0.27
S -0.399073 -3.399050 2.150482 0.02 -0.29 0.18
C -0.170545 -3.254924 0.403358 0.11 0.02 0.12
C 0.919307 -2.645619 -0.198533 -0.01 -0.12 -0.03
C 1.038466 -2.552182 -1.579064 -0.08 -0.11 -0.18
C 2.217501 -1.880222 -2.206846 0.04 0.02 -0.01
C 0.014004 -3.092366 -2.345279 -0.01 0.04 -0.13
Br 0.093447 -2.988299 -4.251118 -0.04 -0.03 0.21
C -1.086015 -3.698870 -1.763621 0.10 0.09 -0.12
C -1.197677 -3.790324 -0.387870 0.16 0.08 0.11
C -2.386607 -4.436385 0.244877 0.00 -0.01 0.01
C -0.655322 0.455102 -0.126776 0.24 0.07 -0.29
C 0.215025 1.446666 -0.935523 -0.24 -0.37 -0.03
H -0.274335 4.848120 -3.096710 -0.02 -0.04 -0.16
H 0.383206 6.268362 -2.281323 0.06 0.09 -0.09
H 1.074937 4.669846 -1.973983 0.10 -0.02 -0.05
H -1.764848 5.499702 -1.222751 -0.03 0.05 0.10
H -0.404415 5.437687 -0.103708 -0.07 0.05 0.08
H -1.875128 3.399833 -0.015761 -0.04 -0.07 -0.09
H -1.487505 3.087455 -1.715187 -0.05 -0.05 0.03
H 0.387876 3.898164 1.292324 0.07 -0.02 0.03
H 1.551623 2.592274 1.025501 -0.02 0.06 0.08
H 0.035915 2.012492 2.882985 -0.07 0.04 0.01
H -1.377111 2.251254 1.849296 -0.02 -0.04 0.07
H 0.607044 0.298665 3.722554 0.00 -0.29 -0.12
H 1.433658 -3.737371 3.616615 0.06 0.19 -0.06
H 1.941185 -2.838633 2.170840 0.09 -0.03 0.07
H 1.695126 -2.192196 0.396501 0.04 0.04 0.04
H 2.755489 -2.578744 -2.847774 0.06 0.04 -0.05
H 1.892701 -1.047228 -2.830373 0.06 0.04 -0.05
H 2.899983 -1.505248 -1.448812 0.05 0.03 0.06
H -1.865474 -4.104090 -2.391231 -0.07 -0.04 -0.05
H -2.907387 -3.720137 0.879654 -0.15 0.00 0.06
H -3.074562 -4.810967 -0.507951 -0.06 -0.02 -0.02
H -2.069404 -5.261149 0.882002 -0.07 -0.10 0.06
H -0.531837 -0.558737 -0.500540 -0.06 -0.03 0.01
H -1.703043 0.747232 -0.226428 -0.09 -0.01 0.00
H -0.075620 1.424936 -1.987156 0.07 -0.01 -0.01
H 1.260701 1.131233 -0.863558 0.02 -0.07 -0.06
```
Positions in Å, forces in eV/Å.

- Highest occupied orbital energy: -8.033 eV
- LUMO level: 0.60 eV
- SMILES string: CCCN1CCC(=NNC(=O)CSc2cc(C)c(Br)cc2C)CC1

These are the Mulliken partial charges, in e, on atoms 1 to 6: atom 1 (C): -1.1842, atom 2 (C): -0.4906, atom 3 (C): -0.7105, atom 4 (N): 0.2939, atom 5 (C): -1.0544, atom 6 (C): -0.6487

=====

2.
Entry from the Open Molecules 2025 dataset: a structure of composition C18H26BrN4O10P2Ru (the ωB97M-V functional and the def2-TZVPD basis).

```
62
Properties=species:S:1:pos:R:3:forces:R:3
Ru 0.231382 0.430600 0.319372 -0.86 -2.27 0.47
O -1.050889 -1.496926 0.427558 0.01 0.68 -0.08
C -2.382283 -1.321012 0.889635 -0.17 -0.04 0.06
C -2.845668 0.091704 0.683040 0.07 -0.21 0.03
C -4.183124 0.438647 0.803253 0.02 0.02 0.01
C -4.547752 1.765786 0.692813 0.05 -0.01 0.00
C -3.558440 2.711975 0.464603 0.00 -0.04 0.00
C -2.252130 2.286453 0.342655 -0.04 0.07 0.03
N -1.902828 0.996693 0.434973 0.34 0.72 0.03
H -1.043573 -1.400175 -0.547163 0.00 -0.28 -0.06
H -2.369687 -1.515611 1.960523 0.01 -0.02 -0.03
H -3.055928 -2.028614 0.400669 0.04 0.01 -0.06
H -4.914564 -0.333815 0.998848 -0.01 0.00 -0.01
H -5.583743 2.061194 0.791004 0.00 0.00 -0.01
H -3.786847 3.764413 0.380823 -0.01 0.00 0.01
H -1.446336 2.987034 0.180566 0.00 -0.03 -0.03
O 0.432070 2.859330 -1.040393 -0.02 0.40 -0.26
P 1.919782 2.242395 -1.173967 -0.06 -0.40 0.03
O 2.957401 3.192713 -1.548892 0.06 -0.05 0.10
O 1.974812 1.443486 0.144722 -0.46 0.76 -0.09
O 1.756800 1.079675 -2.310515 -0.14 0.34 -0.38
P 0.405295 0.416460 -2.913941 0.13 0.08 0.33
O -0.415229 1.683061 -3.478909 -0.05 0.01 0.00
O 0.728714 -0.547856 -3.968446 0.00 -0.04 0.02
O -0.351944 -0.053333 -1.665669 0.25 0.09 -0.05
H 0.116083 3.320769 -1.828087 0.10 -0.05 -0.10
H -0.430692 1.653125 -4.442510 0.05 0.00 -0.02
C 2.248085 -1.099763 2.618542 0.04 0.03 -0.01
N 2.871609 -1.949705 1.620279 -0.14 0.03 -0.02
C 3.220302 -3.274175 2.123859 0.04 0.00 -0.01
C 2.549483 -1.793650 0.313918 -0.15 -0.14 0.09
N 1.520423 -1.104230 -0.130864 0.61 0.39 -0.02
N 3.334147 -2.458206 -0.586950 0.08 -0.09 0.06
C 2.941334 -2.534321 -1.985471 -0.03 -0.03 -0.03
C 4.772723 -2.562787 -0.370754 0.00 0.02 -0.01
H 2.789761 -1.225842 3.556144 0.01 0.01 -0.01
H 1.205191 -1.387090 2.783375 0.00 -0.02 0.01
H 2.302645 -0.056516 2.321460 -0.02 -0.02 -0.02
H 2.382378 -3.668730 2.705736 0.01 -0.01 0.01
H 4.095316 -3.215726 2.772980 0.00 0.00 0.00
H 3.426730 -3.957927 1.306903 -0.01 0.00 0.01
H 1.650004 -0.997042 -1.129384 -0.23 0.10 0.04
H 3.120952 -1.597847 -2.525199 -0.01 -0.01 -0.01
H 1.889045 -2.796555 -2.084112 0.00 0.01 0.02
H 3.527140 -3.322229 -2.455829 0.01 0.02 -0.01
H 5.033645 -2.233549 0.629647 0.00 0.00 -0.01
H 5.296865 -1.925477 -1.087845 0.00 -0.01 0.00
H 5.109361 -3.592068 -0.509357 0.00 0.00 0.01
Br -0.364807 -1.838333 5.471606 -0.01 0.01 0.02
C 0.525007 -0.163163 5.572129 0.04 -0.02 -0.02
C 1.260597 0.068039 6.727001 -0.02 -0.01 -0.02
C 2.002343 1.230361 6.853625 0.00 0.00 0.00
C 2.029302 2.151514 5.816428 0.01 0.00 0.03
C 1.305180 1.904495 4.664874 -0.03 0.04 -0.03
C 0.526143 0.756115 4.525686 -0.12 0.05 0.11
C -0.265998 0.582229 3.252431 -0.33 -0.01 -0.04
O -1.329034 -0.021060 3.240694 0.13 -0.05 0.06
O 0.286799 1.149386 2.232133 0.77 -0.04 -0.12
H 1.248912 -0.668475 7.518101 0.01 0.00 0.00
H 2.566324 1.405728 7.760452 0.00 0.01 0.00
H 2.617757 3.055115 5.902127 0.00 0.00 0.00
H 1.326873 2.599452 3.836567 0.01 0.00 0.00
```
Positions in Å, forces in eV/Å.

- Highest occupied orbital energy (alpha / beta): -8.991 / -8.798 eV
- Multiplicity: 2
- LUMO level (alpha / beta): -0.26 / -0.62 eV
- Expectation value of S²: 0.7546

These are the Mulliken partial charges, in e, on atoms 1 to 6: atom 1 (Ru): 1.8191, atom 2 (O): -0.3470, atom 3 (C): -1.2536, atom 4 (C): 1.2574, atom 5 (C): -1.1242, atom 6 (C): -0.2829

=====

3.
Entry from the Open Molecules 2025 dataset: a structure of composition C18H26CaN3O8P2 (the ωB97M-V functional and the def2-TZVPD basis).

```
58
Properties=species:S:1:pos:R:3:forces:R:3
Ca -0.038035 0.582164 0.207988 -1.22 -1.66 1.45
P 2.220930 -1.147861 0.824141 0.84 -1.45 0.27
C 2.113493 -2.460264 -0.459414 -0.26 -0.02 -0.32
C 0.768509 -2.593511 -1.172411 -0.28 -0.86 -0.40
N -0.231100 -1.677335 -1.179579 0.31 0.33 -0.37
C -1.334290 -1.921021 -1.940324 -0.09 -0.72 -0.08
C -1.517423 -3.132949 -2.616737 0.23 0.23 -0.02
C -0.514336 -4.099440 -2.571978 0.24 0.17 0.20
C 0.644052 -3.808750 -1.850179 -0.56 0.00 -0.16
C -2.482565 -0.913644 -2.041974 0.64 -0.45 0.49
P -1.939124 0.842546 -1.904231 -0.83 -0.41 -0.76
H 1.470921 -4.509513 -1.759537 -0.28 0.01 -0.23
H -2.445710 -3.281398 -3.179237 0.47 -0.04 0.22
H -0.621608 -5.054090 -3.091464 0.00 0.32 0.18
H -2.998071 -1.043511 -3.007353 0.13 -0.02 0.39
H -3.202987 -1.146935 -1.240641 0.15 0.21 -0.20
H 2.917605 -2.360864 -1.205035 -0.33 0.24 0.01
H 2.323717 -3.430101 0.038006 -0.13 0.58 -0.35
H 3.181228 0.327675 -2.613982 0.37 -0.20 -0.38
O 3.410134 -0.144199 -3.433715 -0.87 0.16 0.57
H 2.533455 -0.421384 -3.749663 0.46 -0.03 -0.15
H 3.011062 2.807346 -2.020194 0.32 0.13 -0.27
O 1.093470 2.248599 -0.523019 1.51 1.37 -1.05
H 1.910559 2.499954 -1.049786 -0.80 -0.07 0.51
C -1.460871 1.153266 -3.643471 0.48 0.29 0.25
H -2.154964 0.703274 -4.371786 0.30 0.23 0.30
H -1.433282 2.246974 -3.742345 -0.01 -0.26 -0.29
H -0.428849 0.785394 -3.783325 -0.49 0.07 -0.19
C -3.576100 1.634817 -1.783074 0.05 0.54 0.31
H -3.374528 2.701327 -1.590539 -0.37 -0.29 -0.12
H -4.173170 1.522262 -2.704631 0.27 -0.01 0.41
H -4.120049 1.230184 -0.911127 0.21 0.20 -0.42
C 2.171788 -2.349538 2.235671 -0.49 0.62 0.70
H 3.182085 -2.666757 2.532470 -0.28 0.11 -0.28
H 1.722929 -1.817058 3.081129 -0.01 -0.42 0.07
H 1.573048 -3.239466 1.981656 0.09 0.53 0.21
C 4.019708 -0.810230 0.794213 -0.22 0.50 0.01
H 4.169063 0.017745 1.499422 0.32 -0.18 -0.22
H 4.615507 -1.677665 1.108675 -0.18 0.27 -0.25
H 4.277971 -0.487824 -0.222518 0.24 -0.01 0.30
O -1.260265 2.012179 1.548900 0.20 -0.91 0.19
C -1.094668 1.262485 2.568384 0.60 0.01 -0.10
O -0.545195 0.108134 2.528657 -0.55 1.11 -0.59
C -1.488543 1.843319 3.890640 -0.53 0.12 0.27
C -1.431488 1.038923 5.028154 -0.09 0.46 0.58
C -1.825637 1.589543 6.266567 0.12 0.99 -2.25
C -2.257630 2.923342 6.333519 -0.30 0.02 0.28
C -2.338542 3.711982 5.175781 0.97 -2.33 -0.53
C -1.958623 3.164407 3.935066 -0.02 0.14 0.69
N -2.766740 5.076098 5.237465 -1.01 3.21 0.39
O -3.074144 5.553830 6.349043 0.62 -1.17 -2.01
O -2.804547 5.734968 4.176339 0.14 -1.45 1.81
N -1.771275 0.787041 7.450706 0.04 -1.53 2.95
O -1.375378 -0.393331 7.363105 -0.69 2.20 -0.18
O -2.121458 1.315201 8.527205 0.62 -0.87 -2.12
H -1.065200 0.018562 4.925730 -0.18 0.27 0.22
H -2.567337 3.333019 7.293309 0.14 -0.06 -0.24
H -2.005553 3.766623 3.028476 -0.01 -0.23 0.30
```
Positions in Å, forces in eV/Å.

- Highest occupied orbital energy (alpha / beta): -12.552 / -12.551 eV
- Total charge: +1
- LUMO level (alpha / beta): -5.42 / -7.67 eV

These are the Mulliken partial charges, in e, on atoms 1 to 6: atom 1 (Ca): 1.3901, atom 2 (P): 0.6066, atom 3 (C): -1.2272, atom 4 (C): 0.5080, atom 5 (N): 0.0720, atom 6 (C): 0.4683

=====

4.
Entry from the Open Molecules 2025 dataset: a structure of composition C18H26Cl2N3OS3Tc (the ωB97M-V functional and the def2-TZVPD basis).

```
54
Properties=species:S:1:pos:R:3:forces:R:3
Tc -0.486585 -0.523959 -0.452404 0.09 0.06 0.14
C 4.843433 1.071778 0.250975 0.01 -0.05 0.01
C 5.053394 -0.340865 -0.272364 -0.05 0.06 -0.01
S 3.685632 -1.141997 -1.144735 -0.07 -0.01 -0.04
C 3.188742 -0.043093 -2.491503 -0.03 -0.01 0.12
C 2.348671 1.196835 -2.157738 0.00 -0.15 -0.03
S 1.129925 0.987399 -0.810940 -0.09 0.00 0.07
C 1.254356 2.535491 0.143776 -0.02 -0.05 0.01
C 2.654359 2.782113 0.710531 -0.02 -0.14 0.04
S 3.414162 1.272282 1.372519 0.00 0.07 -0.01
H 4.732782 1.777991 -0.570237 0.02 -0.01 0.00
H 5.735101 1.364801 0.804372 0.01 0.01 -0.01
H 5.261448 -1.037410 0.541710 0.02 0.01 0.00
H 5.928522 -0.348212 -0.923206 0.00 0.00 0.00
H 2.643174 -0.693222 -3.176653 -0.01 0.01 0.01
H 4.071210 0.292396 -3.039092 -0.01 0.03 -0.01
H 1.789917 1.531785 -3.030671 -0.01 0.03 -0.05
H 2.963437 2.027917 -1.820171 0.00 -0.01 0.05
H 0.526488 2.397909 0.946626 0.03 0.03 -0.01
H 0.921859 3.360223 -0.489473 -0.01 0.01 -0.01
H 2.560740 3.515591 1.511773 -0.01 0.00 0.00
H 3.318691 3.224428 -0.028556 -0.02 0.01 -0.02
Cl -4.305227 -3.735073 -0.416401 0.02 -0.01 0.00
C -4.454215 -2.057415 -0.354263 -0.40 0.01 0.02
C -5.700541 -1.445144 -0.277706 0.22 -0.17 -0.02
C -5.818871 -0.059360 -0.236477 -0.15 -0.06 0.00
Cl -7.350140 0.629133 -0.157613 0.09 -0.03 0.00
C -4.653238 0.791561 -0.265282 0.28 0.20 0.00
C -4.681203 2.195792 -0.258327 0.01 -0.13 -0.01
C -3.485768 2.880663 -0.317860 0.00 -0.06 0.00
C -2.284589 2.176036 -0.373407 -0.04 -0.12 0.01
N -2.218825 0.840726 -0.361747 -0.18 0.04 -0.01
C -3.402721 0.167047 -0.319315 0.03 0.29 0.00
C -3.279610 -1.258006 -0.381491 0.03 0.10 0.02
O -2.095613 -1.733617 -0.497333 0.13 -0.01 -0.04
H -6.593725 -2.056656 -0.257217 0.01 0.00 0.00
H -5.623586 2.727178 -0.219289 0.01 0.00 0.00
H -3.464908 3.961455 -0.329813 0.00 0.00 0.00
H -1.350079 2.711741 -0.438339 0.04 -0.01 0.00
N -0.285099 -0.367673 1.638458 0.07 0.04 -0.08
C -0.490050 -1.660173 2.379094 0.01 -0.07 0.01
C 0.531506 -2.712915 1.984976 0.00 0.05 -0.02
C 0.355980 -3.296654 0.594176 -0.01 -0.01 0.03
N 0.678509 -2.293221 -0.474792 0.12 -0.04 -0.05
H 0.660248 -0.039511 1.867145 -0.08 -0.02 -0.08
H -0.925296 0.326052 2.023957 0.02 0.00 -0.04
H -1.504881 -2.004817 2.179478 -0.01 0.02 0.00
H -0.409757 -1.446673 3.445584 -0.01 0.02 -0.01
H 0.440314 -3.533247 2.698055 0.02 -0.01 0.01
H 1.546281 -2.318708 2.110556 0.00 0.00 0.01
H -0.667256 -3.637802 0.440331 0.00 0.00 -0.03
H 1.018840 -4.152060 0.468168 0.00 0.00 -0.03
H 0.598302 -2.767644 -1.379120 0.00 0.06 0.09
H 1.675748 -2.041200 -0.388740 -0.05 0.02 -0.04
```
Positions in Å, forces in eV/Å.

- Highest occupied orbital energy (alpha / beta): -16.916 / -16.920 eV
- Total charge: +3
- Multiplicity: 2
- LUMO level (alpha / beta): -10.99 / -11.87 eV
- Expectation value of S²: 1.1936

These are the Mulliken partial charges, in e, on atoms 1 to 6: atom 1 (Tc): 0.1920, atom 2 (C): -0.6330, atom 3 (C): -0.7702, atom 4 (S): 0.0203, atom 5 (C): -0.9283, atom 6 (C): -0.8016

=====

Table of energy (hartree), in record order: -3913.19250; -5024.85577; -2827.55138; -3135.78823
Table of ΔE to the lowest compared entry with this formula, charge and spin (kJ/mol), in record order: 18.1; 64.5; 148.2; 0.0